Run A
{
  "formula": "C3H7NS2",
  "method": "ωB97M-V/def2-TZVPD",
  "species": ["C", "S", "N", "C", "C", "S", "H", "H", "H", "H", "H", "H", "H"],
  "xyz": [[-2.003, 0.923, 0.636], [-1.797, 0.122, -1.076], [-0.207, -0.609, -0.964], [0.879, 0.100, -0.601], [1.924, -0.833, 0.048], [1.187, 1.698, -0.772], [-1.555, 0.338, 1.431], [-1.448, 1.905, 0.694], [-3.073, 1.002, 0.622], [-0.260, -1.575, -0.666], [1.387, -1.699, 0.384], [2.680, -1.138, -0.636], [2.286, -0.234, 0.900]],
  "lowdin_charge": [-0.3511, 0.8030, -0.3718, -0.9704, -0.0960, 0.6447, 0.0307, 0.0273, 0.0041, 0.0775, 0.0547, 0.0693, 0.0780],
  "charge": 0,
  "e_homo_ev": -8.36,
  "smiles": "CSNC(C)=S"
}


Run B
{
  "formula": "C3H7NS2",
  "method": "ωB97M-V/def2-TZVPD",
  "species": ["C", "C", "N", "S", "C", "S", "H", "H", "H", "H", "H", "H", "H"],
  "xyz": [[-0.449, 1.507, -0.338], [0.242, 0.569, 0.753], [0.370, -0.853, 0.300], [2.072, -1.360, 0.036], [-0.628, -1.702, 0.061], [-2.250, -1.410, 0.094], [-1.479, 1.736, -0.333], [-0.301, 1.195, -1.359], [-0.101, 2.533, -0.242], [-0.292, 0.652, 1.695], [1.252, 0.936, 0.936], [1.976, -1.172, -1.283], [-0.412, -2.632, -0.319]],
  "lowdin_charge": [-0.0923, -0.2426, -0.5071, 0.8058, -0.7750, 0.5992, 0.0350, 0.0646, 0.0624, 0.1039, 0.0746, -0.1351, 0.0067],
  "charge": 0,
  "e_homo_ev": -8.35,
  "smiles": "CCN(S)C=S"
}


Run C
{
  "formula": "C3H7NS2",
  "method": "ωB97M-V/def2-TZVPD",
  "species": ["C", "C", "S", "N", "C", "S", "H", "H", "H", "H", "H", "H", "H"],
  "xyz": [[2.363, 0.061, 0.070], [0.903, 0.450, -0.001], [-0.057, -0.982, -0.219], [-1.594, -0.115, -0.426], [-2.758, -0.457, 0.445], [-4.185, 0.035, -0.139], [2.757, -0.163, 1.114], [2.645, -0.693, -0.739], [3.034, 0.922, -0.337], [0.766, 0.995, -0.853], [0.653, 1.212, 0.872], [-1.742, -0.162, -1.358], [-2.785, -1.104, 1.571]],
  "lowdin_charge": [-0.2161, -0.6440, 0.8598, -0.3854, -0.7571, 0.5967, 0.0865, 0.0766, 0.0951, 0.0209, 0.1343, -0.0129, 0.1457],
  "charge": 0,
  "e_homo_ev": -8.83,
  "smiles": "CCSNC=S"
}


run A ends up most stable, edging out the next structure by 12.6 kcal/mol.


Run A
{
  "formula": "C3H4N4O",
  "method": "ωB97M-V/def2-TZVPD",
  "species": ["H", "N", "C", "N", "N", "C", "C", "N", "O", "H", "H", "H"],
  "xyz": [[-3.443, -0.625, 0.052], [-2.572, -1.094, 0.075], [-1.586, -0.281, -0.079], [-1.611, 1.073, -0.113], [-0.538, 1.770, -0.005], [0.665, 1.257, -0.067], [0.810, -0.173, -0.142], [2.005, -0.810, 0.006], [-0.268, -0.837, -0.237], [1.615, 1.791, 0.263], [2.850, -0.228, -0.021], [2.073, -1.844, 0.267]],
  "lowdin_charge": [0.0348, 0.1453, -0.4274, 0.0373, 0.0054, -0.1171, -0.3766, 0.1660, 0.1264, 0.1223, 0.1204, 0.1633],
  "charge": 0,
  "e_homo_ev": -8.38,
  "smiles": "[H]/N=c1\\nncc(N)o1"
}


Run B
{
  "formula": "C3H4N4O",
  "method": "ωB97M-V/def2-TZVPD",
  "species": ["C", "C", "N", "C", "N", "N", "O", "N", "H", "H", "H", "H"],
  "xyz": [[-1.556, 0.244, -0.519], [-1.199, 0.094, 0.870], [-0.528, -0.839, -0.287], [0.822, -0.473, -0.477], [1.068, 0.928, -0.402], [2.414, 0.942, 0.038], [2.922, -0.303, 0.138], [1.858, -1.274, -0.153], [-1.234, 1.034, -1.234], [-2.405, -0.181, -0.951], [-0.584, 0.637, 1.665], [-1.577, -0.808, 1.312]],
  "lowdin_charge": [-0.1621, -0.0491, -0.0217, -0.4038, 0.0986, 0.0492, -0.1001, 0.1564, 0.1194, 0.0833, 0.1380, 0.0919],
  "charge": 0,
  "e_homo_ev": -10.38,
  "smiles": "C1CN1c1nnon1"
}


Run C
{
  "formula": "C3H4N4O",
  "method": "ωB97M-V/def2-TZVPD",
  "species": ["H", "N", "C", "N", "N", "C", "O", "C", "N", "H", "H", "H"],
  "xyz": [[-2.214, -1.858, 1.267], [-2.012, -0.625, 1.092], [-1.514, -0.939, -0.160], [-1.018, -0.036, -1.029], [-0.242, 1.027, -0.628], [0.819, 0.899, 0.040], [1.557, 1.780, 0.549], [1.022, -0.638, 0.218], [1.820, -1.522, 0.179], [-1.607, -1.814, -0.665], [-0.189, -0.595, -1.767], [-0.246, 2.195, -1.120]],
  "lowdin_charge": [0.1465, 0.0653, -0.3745, -0.0415, -0.0131, -0.5253, 0.0520, -0.1312, 0.1791, 0.0732, 0.2507, 0.3187],
  "charge": 0,
  "e_homo_ev": -10.31,
  "smiles": "[H]/N=C/NNC(=O)C#N"
}


Run D
{
  "formula": "C3H4N4O",
  "method": "ωB97M-V/def2-TZVPD",
  "species": ["C", "C", "C", "H", "H", "H", "H", "N", "N", "N", "N", "O"],
  "xyz": [[-1.524, -0.189, 0.449], [-0.052, -0.071, 0.277], [2.355, 0.228, -0.328], [-2.971, -0.461, -0.874], [-1.767, 0.460, 1.257], [-1.977, -1.247, 0.549], [3.432, 0.369, -0.286], [0.407, 1.206, 0.344], [1.600, 1.405, -0.203], [1.942, -1.051, -0.286], [0.672, -1.084, -0.045], [-2.117, 0.435, -0.853]],
  "lowdin_charge": [-0.1650, -0.3693, -0.1428, 0.2323, 0.0904, 0.1355, 0.0993, 0.1094, 0.0768, 0.0670, 0.0561, -0.1896],
  "charge": 0,
  "e_homo_ev": -9.59
}


run A ends up most stable, edging out the next structure by 58.4 kcal/mol.


Run A
{
  "formula": "C3H4N4O",
  "method": "ωB97M-V/def2-TZVPD",
  "species": ["H", "N", "C", "C", "N", "N", "O", "C", "N", "H", "H", "H"],
  "xyz": [[-1.502, -0.050, 2.402], [-1.582, 0.788, 1.895], [-0.830, 0.284, 1.036], [-0.555, 1.252, 0.079], [0.304, 1.014, -0.869], [0.547, -0.333, -0.947], [1.694, -0.578, -1.803], [0.294, -1.231, -0.101], [-0.340, -1.064, 1.017], [-1.055, 2.125, 0.126], [2.364, 0.070, -1.558], [0.683, -2.171, -0.300]],
  "lowdin_charge": [0.0302, 0.1692, -0.4795, -0.0618, 0.1629, -0.1424, 0.0325, -0.1942, 0.1614, 0.0923, 0.1017, 0.1277],
  "charge": 0,
  "e_homo_ev": -9.07,
  "smiles": "[H]/N=c1/cnn(O)cn1"
}


Run B
{
  "formula": "C3H4N4O",
  "method": "ωB97M-V/def2-TZVPD",
  "species": ["C", "C", "C", "H", "H", "H", "H", "N", "N", "N", "N", "O"],
  "xyz": [[0.198, -0.460, -0.146], [-0.240, 0.899, -0.061], [-2.489, -0.004, -0.042], [3.352, -0.304, -0.755], [2.601, 0.041, 1.424], [0.584, 1.754, 0.053], [-3.588, 0.487, -0.442], [2.408, 0.149, 0.038], [1.435, -0.918, -0.221], [-1.509, 1.125, 0.015], [-2.076, -1.188, 0.055], [-0.675, -1.581, 0.082]],
  "lowdin_charge": [-0.3307, -0.1121, -0.1761, 0.1825, 0.2183, 0.1557, 0.1883, -0.1527, -0.0715, 0.0593, 0.0541, -0.0151],
  "charge": 0,
  "e_homo_ev": -8.86
}


Run C
{
  "formula": "C3H4N4O",
  "method": "ωB97M-V/def2-TZVPD",
  "species": ["N", "N", "C", "C", "C", "O", "N", "N", "H", "H", "H", "H"],
  "xyz": [[-0.570, 1.345, -2.292], [-1.066, 1.409, -0.827], [-0.529, 0.442, -0.087], [0.556, -0.327, -0.759], [1.266, -1.249, -0.068], [1.041, -1.334, 1.384], [-0.072, -0.454, 2.058], [-0.761, 0.246, 1.353], [-0.396, 0.299, -2.554], [-1.598, 1.439, -2.812], [1.000, -0.403, -1.977], [2.189, -1.685, -0.292]],
  "lowdin_charge": [-0.0654, 0.0206, -0.3128, -0.0830, -0.0661, -0.1390, 0.1162, 0.0805, 0.0387, 0.1331, 0.1826, 0.0945],
  "charge": 0,
  "e_homo_ev": -9.34,
  "smiles": "N/N=c1\\cconn1"
}


run A ends up most stable, edging out the next structure by 48.9 kcal/mol.


Run A
{
  "formula": "C4H13NOS",
  "method": "ωB97M-V/def2-TZVPD",
  "species": ["C", "S", "C", "C", "C", "N", "H", "H", "H", "H", "H", "H", "H", "H", "H", "H", "H", "O", "H", "H"],
  "xyz": [[-1.680, -0.690, -2.131], [-0.825, -2.105, -1.388], [-0.075, -1.303, 0.051], [1.028, -0.334, -0.290], [1.799, 0.153, 0.918], [0.927, 0.965, 1.808], [-1.758, 0.192, -1.505], [-1.226, -0.467, -3.104], [-2.647, -1.084, -2.462], [-0.880, -0.823, 0.612], [0.373, -2.098, 0.652], [1.739, -0.896, -0.902], [0.728, 0.473, -0.958], [2.591, 0.814, 0.574], [2.170, -0.703, 1.489], [0.379, 0.322, 2.378], [1.456, 1.458, 2.502], [-1.649, 1.845, 0.387], [-0.863, 1.486, 0.830], [-1.586, 2.796, 0.541]],
  "lowdin_charge": [-0.4053, 0.7955, -0.5444, -0.2967, -0.2625, -0.0121, 0.0191, 0.0288, 0.0230, 0.0660, 0.0765, 0.1061, 0.1097, 0.1111, 0.1097, 0.0769, 0.0630, -0.0806, -0.0218, 0.0383],
  "charge": 0,
  "e_homo_ev": -8.25,
  "smiles": "CSCCCN.O"
}


Run B
{
  "formula": "C4H13NOS",
  "method": "ωB97M-V/def2-TZVPD",
  "species": ["C", "C", "N", "C", "C", "S", "H", "H", "H", "H", "H", "H", "H", "H", "H", "H", "H", "O", "H", "H"],
  "xyz": [[1.757, -1.095, 0.902], [0.746, -0.247, 0.065], [1.217, 0.061, -1.254], [0.286, 0.953, 0.906], [-1.153, 1.419, 0.567], [-2.444, 0.286, 1.160], [2.466, -0.427, 1.404], [1.182, -1.724, 1.569], [2.407, -1.714, 0.274], [-0.092, -0.965, 0.132], [0.548, 0.084, -2.005], [1.807, -0.718, -1.533], [1.055, 1.712, 0.747], [0.183, 0.666, 1.955], [-1.239, 1.571, -0.515], [-1.351, 2.400, 1.000], [-1.878, 0.193, 2.383], [-1.991, -1.210, -2.469], [-1.452, -0.904, -3.216], [-2.052, -0.343, -2.072]],
  "lowdin_charge": [-0.0577, -0.4992, 0.0492, -0.2426, -0.5698, 0.6999, 0.0761, 0.0752, 0.0694, 0.1039, 0.0486, 0.0690, 0.1166, 0.0873, 0.0617, 0.0593, -0.1332, -0.0549, 0.0387, 0.0027],
  "charge": 0,
  "e_homo_ev": -8.98,
  "smiles": "C[C@H](N)CCS.O"
}


run A ends up most stable, edging out the next structure by 12.5 kcal/mol.